w) The following is a DFT calculation (ωB97M-V with the def2-TZVPD basis set) of a 17-piece molecular cluster, H34O17 overall.

Geometry as ORCA input:
```
! wB97M-V def2-TZVPD RIJCOSX def2/J DEFGRID3
* xyz 0 1
O 0.27 -3.77 0.68
H -0.17 -4.62 0.79
H 0.59 -3.47 1.53
O -0.65 -0.75 2.90
H -1.54 -1.09 2.89
H -0.19 -0.74 3.74
O -0.99 3.48 -2.49
H -0.96 2.52 -2.53
H -0.70 3.76 -3.37
O 1.72 1.35 4.27
H 2.59 1.59 3.98
H 1.14 1.16 3.55
O -2.97 -2.86 2.66
H -2.68 -2.01 3.01
H -2.65 -3.01 1.77
O -3.85 -0.43 3.58
H -3.83 -0.82 4.43
H -4.71 -0.71 3.25
O 4.73 0.95 -0.73
H 5.42 1.38 -1.24
H 4.50 1.56 -0.03
O -0.90 0.37 -0.96
H -0.97 -0.10 -1.80
H -1.44 -0.03 -0.28
O 3.06 -2.11 -1.29
H 2.17 -1.93 -0.96
H 3.73 -1.49 -0.99
O 1.27 -4.84 -2.53
H 0.65 -4.55 -1.85
H 2.06 -4.52 -2.06
O 1.61 -0.77 0.71
H 2.31 -0.51 0.11
H 0.81 -0.72 0.16
O -4.71 1.94 -0.34
H -5.07 2.19 0.51
H -4.76 2.79 -0.79
O 2.01 2.63 1.85
H 1.34 2.01 1.56
H 1.80 3.40 1.32
O -0.02 4.09 -0.25
H 0.83 4.36 -0.60
H -0.59 4.73 -0.67
O 0.15 -2.16 -3.73
H 0.99 -1.79 -4.03
H -0.21 -2.39 -4.59
O 3.83 2.50 -3.23
H 3.50 3.32 -3.59
H 3.26 2.06 -2.60
O -3.77 -0.95 -0.79
H -3.45 -0.04 -0.70
H -4.56 -0.96 -0.24
*
```

Its LUMO energy is -0.113 eV. The value obtained for the HOMO-LUMO gap is 10.3241 eV. The HOMO energy comes out at -0.3836 hartree.

Results of the natural (NBO) charge analysis, in e, for atoms 1 through 6: -0.96, 0.47, 0.49, -0.96, 0.46, 0.49



x) The following is a DFT calculation (ωB97M-V with the def2-TZVPD basis set) of a 17-piece molecular cluster, H34O17 overall.

Geometry as ORCA input:
```
! wB97M-V def2-TZVPD RIJCOSX def2/J DEFGRID3
* xyz 0 1
O 0.58 0.08 2.99
H 0.20 0.35 3.79
H 0.81 0.80 2.50
O -1.93 1.88 0.17
H -1.90 2.80 -0.10
H -2.49 1.40 -0.49
O -1.15 -1.42 1.44
H -1.80 -1.74 2.06
H -0.54 -0.90 2.01
O -0.57 4.33 -0.64
H 0.02 3.61 -0.74
H -0.41 5.10 -1.19
O 0.26 -0.33 -3.02
H 0.24 -0.25 -2.07
H 0.79 -1.09 -3.30
O 3.21 0.06 1.70
H 3.96 0.18 1.17
H 2.65 -0.64 1.36
O -2.42 0.40 -2.09
H -3.35 0.26 -2.29
H -2.26 -0.36 -1.58
O 1.61 2.76 -1.43
H 1.71 2.35 -0.53
H 1.93 3.64 -1.34
O -2.27 1.10 2.60
H -2.32 0.22 2.36
H -2.18 1.46 1.68
O -1.98 -2.02 -1.31
H -2.36 -2.67 -0.78
H -1.85 -2.35 -2.16
O -0.35 -3.79 0.37
H -0.62 -2.90 0.66
H -0.61 -4.47 0.99
O -3.77 -0.33 0.49
H -4.13 -1.17 0.22
H -2.87 -0.67 0.64
O 1.71 2.21 1.16
H 2.38 2.88 1.33
H 2.23 1.42 1.15
O 1.81 -2.08 0.83
H 1.54 -2.46 0.00
H 1.40 -2.59 1.55
O 1.90 -2.35 -1.91
H 2.22 -1.46 -1.80
H 2.67 -2.81 -2.32
O 0.36 0.17 -0.32
H -0.41 0.74 -0.16
H 0.02 -0.62 0.11
O 2.94 0.07 -1.28
H 2.16 0.31 -0.78
H 3.22 0.87 -1.73
*
```

Its LUMO energy is -0.145 eV. The value obtained for the HOMO-LUMO gap is 9.7461 eV. The HOMO energy comes out at -0.3635 hartree.

Results of the natural (NBO) charge analysis, in e, for atoms 1 through 6: -0.94, 0.49, 0.50, -1.01, 0.52, 0.52



Most stable one: x), least stable one: w).



w) The following is a DFT calculation (ωB97M-V with the def2-TZVPD basis set) of a 2-piece molecular cluster, C2H5NO2S overall.

Geometry as ORCA input:
```
! wB97M-V def2-TZVPD RIJCOSX def2/J DEFGRID3
* xyz 0 3
C 5.16 0.05 -0.72
C 0.59 -0.48 2.26
N 0.47 1.35 0.61
O 4.84 0.45 -1.73
O 5.50 -0.29 0.28
S 0.31 -0.33 0.43
H 0.42 -1.46 2.58
H -0.23 0.20 2.70
H 1.61 -0.15 2.41
H 1.11 1.68 -0.06
H -0.51 1.85 0.73
*
```

Its LUMO energy (alpha / beta) is 0.466 / -2.203 eV. The value obtained for the HOMO-LUMO gap (alpha / beta) is 4.8932 / 7.5847 eV. The HOMO energy (alpha / beta) comes out at -0.1627 / -0.3597 hartree.

Results of the natural (NBO) charge analysis, in e, for atoms 1 through 6: 1.01, -0.81, -1.11, -0.52, -0.50, 0.49



x) The following is a DFT calculation (ωB97M-V with the def2-TZVPD basis set) of C2H5NO2S as an isolated structure.

Geometry as ORCA input:
```
! wB97M-V def2-TZVPD RIJCOSX def2/J DEFGRID3
* xyz 0 3
C -0.36 -1.74 -1.18
C -1.47 0.55 0.97
N 2.00 0.91 -0.27
O -0.61 -1.12 -2.11
O -0.19 -2.49 -0.35
S 0.84 0.46 0.82
H -1.31 -0.42 1.42
H -2.04 0.47 -0.03
H -1.78 1.31 1.67
H 2.49 1.77 -0.05
H 2.43 0.31 -0.90
*
```

Its LUMO energy (alpha / beta) is 0.450 / -2.400 eV. The value obtained for the HOMO-LUMO gap (alpha / beta) is 6.8664 / 5.8064 eV. The HOMO energy (alpha / beta) comes out at -0.2358 / -0.3016 hartree.

Results of the natural (NBO) charge analysis, in e, for atoms 1 through 6: 1.01, -0.77, -1.12, -0.51, -0.51, 0.53



Most stable one: x), least stable one: w).



w) The following is a DFT calculation (ωB97M-V with the def2-TZVPD basis set) of a 2-piece molecular cluster, C10H15N3O overall.

Geometry as ORCA input:
```
! wB97M-V def2-TZVPD RIJCOSX def2/J DEFGRID3
* xyz 0 1
C -2.04 -0.12 1.76
C 1.18 0.83 3.03
C 0.04 -1.06 0.57
C -0.97 -0.53 1.23
C -0.26 1.93 -1.00
C -0.07 -2.22 -0.37
C 0.99 -2.21 -1.47
C 0.71 -1.24 -2.61
C 0.83 0.23 -2.22
C 0.05 1.69 3.02
N -2.91 0.46 2.41
N 2.08 0.11 3.05
N 0.05 2.72 2.29
O -0.31 0.61 -1.49
H 1.04 -0.70 0.76
H -1.18 2.08 -0.44
H -0.20 2.65 -1.82
H 0.60 2.07 -0.33
H -1.07 -2.26 -0.80
H 0.07 -3.12 0.23
H 1.04 -3.22 -1.90
H 1.97 -1.99 -1.03
H 1.41 -1.44 -3.43
H -0.30 -1.40 -2.99
H 0.91 0.86 -3.13
H 1.75 0.40 -1.63
H -0.75 1.38 3.70
H -3.88 0.17 2.29
H -0.79 3.28 2.35
*
```

Its LUMO energy is 0.144 eV. The value obtained for the HOMO-LUMO gap is 8.8945 eV. The HOMO energy comes out at -0.3216 hartree.

Results of the natural (NBO) charge analysis, in e, for atoms 1 through 6: 0.34, 0.23, -0.04, -0.24, -0.25, -0.45



x) The following is a DFT calculation (ωB97M-V with the def2-TZVPD basis set) of one molecule with the formula C10H15N3O.

Geometry as ORCA input:
```
! wB97M-V def2-TZVPD RIJCOSX def2/J DEFGRID3
* xyz 0 1
C 1.70 1.36 -0.02
C 3.08 1.62 0.24
C 1.20 0.16 -0.34
C 3.48 -0.93 -0.03
C 4.40 -1.86 -0.03
C -2.64 0.23 0.45
C -1.67 -0.77 1.05
C -1.84 1.49 0.03
C -0.71 -1.20 -0.08
C -1.10 0.91 -1.23
N 4.03 0.77 0.14
N -0.08 -0.09 -0.80
N 2.13 -0.93 -0.41
O 5.22 0.79 0.45
H 0.93 2.21 0.05
H 3.48 2.51 0.54
H 4.08 -2.82 0.14
H 5.35 -1.45 0.01
H -3.04 -0.16 -0.39
H -3.54 0.56 1.16
H -0.98 -0.42 1.78
H -2.00 -1.74 1.49
H -2.39 2.27 -0.30
H -1.02 1.83 0.68
H -0.09 -1.88 0.37
H -1.44 -1.57 -0.89
H -1.79 0.42 -1.91
H -0.55 1.59 -1.82
H 1.60 -1.77 -0.35
*
```

Its LUMO energy (alpha / beta) is 0.670 / 0.670 eV. The value obtained for the HOMO-LUMO gap (alpha / beta) is 7.8812 / 7.8817 eV. The HOMO energy (alpha / beta) comes out at -0.2650 / -0.2650 hartree.

Results of the natural (NBO) charge analysis, in e, for atoms 1 through 6: -0.38, -0.04, 0.39, 0.33, -0.56, -0.39



Most stable one: w), least stable one: x).